1.
Molecular formula: C20H55AgFeN6O8
Method: DFT, wB97M-V/def2-TZVPD

Each line ends with the Mulliken charge.
Positions of all 91 atoms, in Å:
Ag: -8.3096 25.1204 -12.9321  0.489
Fe: -4.6053 22.5436 -10.1013  0.270
N: -6.4799 25.4837 -10.2091  1.055
O: -6.8585 25.9482 -11.2949  -0.573
O: -6.8819 25.8415 -9.1334  -0.933
O: -5.6493 24.5765 -10.2013  -0.464
C: -1.2115 24.0138 -7.6934  -1.438
C: -2.1790 22.9130 -8.1904  0.274
C: -2.4603 21.8940 -7.0530  -0.777
O: -3.5061 20.8454 -7.3433  -0.302
C: -4.1393 20.2360 -6.2696  -0.699
N: -3.3749 23.5944 -8.6469  -0.050
H: -0.1635 23.7678 -7.5225  0.388
H: -1.6621 24.6641 -6.9435  0.299
H: -1.0710 24.6320 -8.5800  0.457
H: -1.6614 22.5612 -9.0828  0.358
H: -2.7936 22.4513 -6.1774  0.289
H: -1.5600 21.3622 -6.7450  0.529
H: -4.4227 20.9586 -5.5043  0.295
H: -3.3578 19.5511 -5.9404  0.328
H: -4.9720 19.6877 -6.7102  0.220
H: -3.1454 24.5502 -8.8791  0.176
H: -3.9101 23.7690 -7.8083  0.459
C: -11.1717 28.6418 -12.7754  -1.209
C: -10.3981 27.5294 -13.4782  0.441
C: -9.9624 27.9382 -14.8953  -1.115
O: -9.0540 26.9539 -15.4379  -0.258
C: -9.1567 26.9958 -16.8862  -0.806
N: -9.2670 27.1384 -12.5472  0.131
H: -11.9725 28.8642 -13.4807  0.522
H: -10.5888 29.5583 -12.6844  0.245
H: -11.6216 28.3157 -11.8377  0.262
H: -11.0036 26.6356 -13.6288  0.353
H: -9.3842 28.8028 -14.5697  0.323
H: -10.7875 28.2758 -15.5226  0.492
H: -10.1080 26.5138 -17.1112  0.348
H: -8.2775 26.4118 -17.1585  0.236
H: -9.1682 28.0140 -17.2751  0.327
H: -8.5819 27.8718 -12.6611  -0.058
H: -9.6787 27.1938 -11.6266  0.428
C: -11.7918 28.5159 -9.0548  -1.591
C: -10.2916 28.1260 -8.8477  0.815
C: -10.1378 27.5734 -7.4139  -0.941
O: -10.7840 28.3698 -6.3898  -0.380
C: -10.5649 27.9820 -5.0400  -0.745
N: -9.8344 27.0391 -9.7309  -0.258
H: -12.3277 27.5924 -9.2739  0.407
H: -11.8392 29.1140 -9.9648  0.377
H: -12.2629 29.1264 -8.2844  0.380
H: -9.6561 29.0112 -8.8741  -0.148
H: -9.0912 27.5601 -7.1098  0.351
H: -10.5590 26.5716 -7.3298  0.434
H: -10.8924 26.9784 -4.7690  0.307
H: -11.0453 28.5766 -4.2630  0.356
H: -9.4916 27.9406 -4.8545  0.250
H: -10.5614 26.3384 -9.7070  0.332
H: -8.9295 26.7273 -9.4082  -0.149
C: -5.7662 29.1116 -12.2290  -1.496
C: -6.7145 29.2047 -10.9986  1.181
C: -6.0095 29.9281 -9.8025  -0.979
O: -5.9259 31.3601 -10.0952  -0.389
C: -5.5994 32.1041 -8.9544  -0.775
N: -7.7989 30.0146 -11.5255  -0.096
H: -5.1534 30.0112 -12.2885  0.449
H: -6.2345 28.6967 -13.1216  0.324
H: -4.9890 28.4119 -11.9216  0.426
H: -7.1866 28.2677 -10.7032  -0.188
H: -4.9898 29.5693 -9.6630  0.511
H: -6.6326 29.6969 -8.9386  0.495
H: -6.0865 31.9055 -7.9998  0.336
H: -5.8298 33.1406 -9.2011  0.292
H: -4.5178 32.0927 -8.8192  0.315
H: -7.5384 30.9846 -11.4190  0.403
H: -8.6094 29.8834 -10.9374  0.179
C: -4.8211 26.4887 -5.8992  -1.497
C: -5.4683 25.0929 -5.5403  0.446
C: -6.9041 25.0880 -5.1042  -0.675
O: -7.3303 26.1838 -4.2754  -0.357
C: -8.2359 25.8151 -3.2069  -0.939
N: -5.4416 24.3155 -6.8104  -0.418
H: -5.4796 27.2628 -6.2932  0.192
H: -4.0173 26.3163 -6.6151  0.360
H: -4.5350 26.9386 -4.9485  0.455
H: -4.8280 24.5641 -4.8343  0.333
H: -7.2185 24.1703 -4.6071  0.508
H: -7.6120 25.2630 -5.9143  0.181
H: -8.4286 26.6286 -2.5075  0.284
H: -7.8192 24.9745 -2.6520  0.436
H: -9.1485 25.3423 -3.5700  0.370
H: -5.8843 23.4510 -6.5334  0.266
H: -6.0462 24.8092 -7.4514  -0.043

As for the total charge: +2. Its spin multiplicity is 7. Its expectation value of S² is 12.009. The calculation puts the strongest force on any atom at 4.526 eV/Å. For the HOMO-LUMO gap (spin up / spin down), the calculation gives 5.956 / 3.053 eV. The LUMO energy (spin up / spin down) comes out at -5.68 / -10.41 eV. As for the total energy: -3135.170689 Eh. The value obtained for the HOMO energy (spin up / spin down) is -0.428 / -0.495 Eh.

***

2.
Molecular formula: C19H17FeN5OS2
Method: DFT, wB97M-V/def2-TZVPD

Each line ends with the Mulliken charge.
Positions of all 45 atoms, in Å:
Fe: 0.1296 -0.4947 0.5440  -0.377
S: -0.0930 1.1295 4.6543  -0.287
C: -0.0740 -0.5950 4.8817  0.838
C: -0.2263 -1.3234 6.0588  -0.609
C: -0.2165 -2.6997 5.9697  -0.476
C: -0.0418 -3.3451 4.7377  -0.627
C: 0.1253 -2.6226 3.5767  -0.641
C: 0.0990 -1.2312 3.6545  0.125
N: 0.2131 -0.3430 2.5862  -0.239
C: 0.1068 0.8984 2.9700  0.904
C: 0.1622 1.9338 1.9631  0.605
C: 0.0015 3.2948 2.2066  -0.663
C: 0.1022 4.1898 1.1551  -0.849
C: 0.3609 3.7270 -0.1303  -0.736
C: 0.5045 2.3625 -0.3819  0.243
C: 0.3867 1.4779 0.6724  0.242
H: -0.3492 -0.8259 7.0112  0.409
H: -0.3514 -3.2901 6.8657  0.396
H: -0.0397 -4.4258 4.7010  0.401
H: 0.2700 -3.1069 2.6188  0.380
H: -0.2075 3.6452 3.2113  0.410
H: -0.0041 5.2501 1.3387  0.405
H: 0.4552 4.4287 -0.9494  0.460
H: 0.7282 2.0148 -1.3834  0.427
C: 2.1999 -2.6759 -5.8158  -1.181
C: 1.7640 -1.4901 -5.0170  0.902
C: 1.4619 -0.2648 -5.5969  -0.678
C: 1.0341 0.7490 -4.7624  -0.311
N: 0.9227 0.5905 -3.4407  -0.273
C: 1.2592 -0.6171 -2.9948  0.516
S: 1.1792 -0.8650 -1.2391  -0.239
N: 1.6586 -1.6563 -3.6907  -0.502
H: 2.3260 -2.4254 -6.8667  0.354
H: 1.4567 -3.4689 -5.7250  0.292
H: 3.1370 -3.0653 -5.4190  0.317
H: 1.5546 -0.1127 -6.6626  0.354
H: 0.7724 1.7258 -5.1517  0.468
N: -3.8596 0.2061 -0.2360  -0.414
C: -2.5428 0.2115 -0.4844  0.806
N: -2.0895 0.8783 -1.5516  -0.215
O: -1.7719 -0.4193 0.2811  -0.537
H: -4.5197 0.6963 -0.8108  0.166
H: -4.1951 -0.3315 0.5433  0.247
H: -2.6952 1.3796 -2.1756  0.194
H: -1.0949 0.9060 -1.7162  -0.006

As for the total charge: +1. Its spin multiplicity is 2. Its expectation value of S² is 1.156. The calculation puts the strongest force on any atom at 1.457 eV/Å. For the HOMO-LUMO gap (spin up / spin down), the calculation gives 7.387 / 8.116 eV. The LUMO energy (spin up / spin down) comes out at -4.05 / -3.33 eV. As for the total energy: -3143.156085 Eh. The value obtained for the HOMO energy (spin up / spin down) is -0.420 / -0.421 Eh.

***

Question: Among the records above, which one has the highest total charge?
Answer: C20H55AgFeN6O8

***

Question: Which formula does entry 2 have?
Answer: C19H17FeN5OS2

***

Question: What is the expectation value of S² in the first record?
Answer: 12.009

***

Question: Look up the expectation value of S² of the first one.
Answer: 12.009